No. 1
Below is 39 unconnected molecules or ions with the total composition F6H76O38P, with properties calculated with the ωB97M-V functional and the def2-TZVPD basis.

* HOMO level: -8.90 eV
* energy relative to the best compared isomer or geometry (same formula, charge and spin): 0.0 kcal per mole
* spin multiplicity: 1
* net charge: -1
* calculated total energy: -104649.3710 eV

```
121
Properties=species:S:1:pos:R:3:mulliken_charge:R:1
P 0.075 0.143 1.095 1.87
F -1.116 0.747 0.169 -0.24
F -0.443 0.852 2.496 -0.50
F -0.730 -1.160 1.320 -0.36
F 0.951 1.443 0.774 -0.21
F 1.335 -0.495 1.868 -0.43
F 0.727 -0.629 -0.252 -0.44
O -0.213 -4.555 4.895 -0.70
O -0.607 -4.788 -2.366 -0.71
O 6.024 -2.663 -2.542 -0.74
O 0.105 -5.647 -5.670 -0.70
O -1.391 -3.121 -5.849 -0.68
O -0.935 -1.889 -2.774 -0.48
O -3.178 1.791 2.870 -0.39
O -2.981 -1.143 3.448 -0.45
O -5.510 -3.328 0.621 -0.72
O 3.610 1.686 2.825 -0.69
O -0.786 -1.928 4.860 -0.73
O 4.112 -0.281 0.560 -0.52
O 6.133 -4.860 -4.423 -0.73
O -5.436 3.673 0.127 -0.67
O -5.599 -0.898 2.230 -0.62
O 0.366 7.928 2.982 -0.61
O -3.928 1.177 0.294 -0.52
O -1.635 5.700 3.439 -0.73
O -4.007 -1.457 -1.278 -0.69
O 1.927 3.758 -0.882 -0.81
O 4.442 1.860 -1.416 -0.78
O -0.285 -4.266 1.960 -0.59
O -3.410 6.178 1.564 -0.77
O -3.113 3.903 5.388 -0.55
O -2.951 -2.984 1.411 -0.81
O -0.595 3.326 -1.463 -0.71
O 2.574 -1.393 -4.626 -0.62
O 0.160 4.290 1.482 -0.69
O 0.966 0.475 -3.216 -0.56
O 3.898 -5.733 -3.385 -0.75
O 1.521 6.838 0.142 -0.66
O -1.527 5.898 -0.720 -0.64
O 3.788 -0.632 -2.205 -0.33
O 1.275 -3.466 -0.466 -0.63
O 2.151 -3.981 -4.388 -0.70
O 4.162 -3.482 -0.429 -0.61
O -4.633 4.030 2.779 -0.57
O 6.552 -0.270 -0.583 -0.67
H 6.786 -1.045 -1.130 0.32
H -4.799 4.225 3.717 0.32
H 0.073 8.767 2.659 0.28
H 0.816 -3.897 -1.201 0.26
H 5.595 -3.041 -1.736 0.33
H -4.801 -0.420 2.063 0.35
H -4.181 5.596 1.599 0.29
H -3.240 3.988 6.323 0.25
H -2.595 -2.251 2.027 0.48
H -2.526 1.391 3.455 0.19
H 0.556 -4.940 5.341 0.33
H -6.288 3.607 0.585 0.33
H 4.298 -1.388 -2.363 0.21
H 1.422 6.806 1.127 0.35
H -4.442 -2.081 -0.644 0.31
H 4.993 -0.365 0.179 0.29
H 1.284 0.565 -2.279 0.15
H -4.856 4.006 0.845 0.37
H 5.415 -5.185 -3.824 0.48
H 2.889 -1.030 -3.809 0.41
H 6.611 0.520 -1.134 0.32
H -1.157 -4.274 1.575 0.25
H -2.264 -1.347 4.045 0.24
H 2.346 -3.042 -4.586 0.44
H 0.983 -2.569 -0.289 0.41
H 0.348 -4.338 1.206 0.32
H 5.683 -4.613 -5.233 0.28
H -0.325 7.443 3.424 0.35
H -0.566 -4.955 -5.666 0.38
H -2.321 -3.314 -5.821 0.32
H 4.424 -2.959 0.333 0.26
H 0.016 -4.460 3.931 0.38
H 3.319 -5.042 -3.740 0.46
H -0.947 5.243 2.863 0.39
H -4.066 -0.649 -0.726 0.42
H -0.480 -2.766 5.233 0.38
H 2.786 3.298 -0.976 0.36
H 3.157 -3.467 -0.437 0.37
H 3.155 1.263 2.069 0.20
H -1.215 -2.480 -5.126 0.30
H -0.443 -1.042 -2.499 0.21
H -3.197 1.357 -0.327 0.24
H -3.717 -1.592 3.796 0.23
H 0.432 1.217 -3.472 0.24
H 0.340 3.151 -1.224 0.33
H 6.228 -3.476 -3.095 0.35
H 0.105 3.398 1.870 0.26
H -1.721 -1.823 -2.223 0.37
H -0.458 4.343 0.717 0.35
H -1.447 -5.009 -1.904 0.31
H -0.033 -6.071 -4.801 0.33
H 1.736 3.581 0.066 0.25
H -2.856 -2.690 0.520 0.30
H 3.757 -5.549 -2.447 0.34
H 1.792 5.945 -0.156 0.34
H -0.242 -1.721 4.064 0.23
H 1.891 -0.831 -5.063 0.24
H -6.050 -2.642 1.039 0.33
H -2.449 5.839 2.916 0.51
H -4.776 -3.435 1.253 0.38
H 2.972 1.698 3.556 0.37
H -1.214 5.198 -1.328 0.29
H -2.370 4.459 5.134 0.31
H 4.171 1.554 -0.511 0.34
H -0.782 6.487 -0.630 0.33
H -3.148 1.171 2.088 0.02
H -6.179 -0.363 2.797 0.25
H 4.374 1.037 -1.921 0.41
H -0.846 -3.966 -2.855 0.28
H -4.164 3.189 2.912 0.38
H 3.319 -0.688 -1.367 0.21
H -1.061 2.561 -1.167 0.33
H 1.424 -4.363 -4.942 0.27
H -2.709 5.834 0.957 0.35
H -4.642 1.834 0.181 0.22
H 4.226 -0.035 1.518 0.25
```


No. 2
Below is a molecular structure, F6Li4, with properties calculated with the ωB97M-V functional and the def2-TZVPD basis.

* HOMO level (spin up / spin down): -5.43 / -5.42 eV
* ⟨S²⟩: 0.753
* spin multiplicity: 2
* net charge: -1
* calculated total energy: -17130.7856 eV

```
10
Properties=species:S:1:pos:R:3:lowdin_spin:R:1
F -1.381 0.907 -1.443 0.00
F -1.638 0.327 1.394 0.00
F -0.305 -1.998 -0.327 0.00
F 1.734 0.433 -1.378 0.00
F 1.435 -0.043 1.756 0.05
F 0.581 2.470 0.715 0.95
Li 1.221 -2.065 0.998 0.00
Li 1.164 -1.580 -1.686 0.00
Li -0.036 0.350 0.066 0.00
Li -2.776 1.199 -0.095 0.00
```


No. 3
Below is a molecular structure, F6MnN3O12S6, with properties calculated with the ωB97M-V functional and the def2-TZVPD basis.

* HOMO level (spin up / spin down): -8.93 / -9.06 eV
* ⟨S²⟩: 8.756
* spin multiplicity: 6
* net charge: -1
* calculated total energy: -141672.0964 eV

```
28
Properties=species:S:1:pos:R:3:lowdin_spin:R:1
Mn -0.106 -0.243 -0.006 4.60
S 0.207 -3.347 0.798 0.01
S -2.983 0.789 1.395 0.01
S 1.721 -2.879 -0.758 0.02
S 2.306 1.573 0.605 0.01
S -2.737 1.250 -0.841 0.01
S 1.336 2.711 -1.236 0.01
F -2.278 0.035 2.635 0.00
F 1.287 1.772 -2.619 0.00
F 2.201 -1.760 -1.879 0.00
F 1.767 0.530 1.679 0.02
F -0.793 -2.417 1.662 0.02
F -1.637 0.969 -1.984 0.02
O 1.007 -3.822 1.914 0.01
O 2.258 2.689 1.542 0.01
O 1.306 -3.955 -1.638 0.01
O -0.710 -4.290 0.171 0.01
O 2.650 3.420 -1.293 0.01
O 3.626 1.055 0.230 0.01
O 0.212 3.668 -1.346 0.00
O 3.045 -2.933 -0.139 0.01
O -4.194 0.014 1.498 0.01
O -2.897 2.159 1.880 0.01
O -3.881 0.609 -1.487 0.01
O -2.530 2.679 -0.711 0.01
N -1.955 0.370 0.344 0.05
N 0.681 -1.946 -0.070 0.06
N 1.092 1.298 -0.344 0.05
```


No. 4
Below is a molecular structure, F8KN4NaO16S8, with properties calculated with the ωB97M-V functional and the def2-TZVPD basis.

* HOMO level: -4.38 eV
* energy relative to the best compared isomer or geometry (same formula, charge and spin): 151.8 kcal per mole
* spin multiplicity: 1
* net charge: -2
* calculated total energy: -167881.3395 eV

```
38
Properties=species:S:1:pos:R:3:mulliken_charge:R:1
K -0.552 -1.074 5.071 1.27
S 0.298 -6.148 2.229 1.04
S -1.056 1.396 2.877 0.81
S -1.391 -1.025 8.560 0.95
S -0.886 -3.988 2.324 0.81
S 0.494 -5.525 6.052 1.19
S 2.136 -3.955 6.046 1.08
S -1.213 1.169 7.913 0.91
S -2.708 0.047 1.942 1.01
Na -3.333 -0.391 5.353 1.09
F -2.392 -2.150 8.064 -0.27
F -3.824 -1.092 2.382 -0.34
F -0.338 -6.544 7.075 -0.44
F 0.341 -7.597 3.006 -0.31
F -0.599 2.034 4.336 -0.30
F -1.607 2.172 6.680 -0.36
F 3.182 -3.569 7.198 -0.33
F -2.502 -3.815 2.160 -0.35
O 3.078 -4.563 5.179 -0.55
O 1.600 -5.492 2.504 -0.52
O 1.062 -6.487 5.120 -0.56
O -0.149 -1.781 8.572 -0.48
O -1.934 -0.652 9.879 -0.56
O -0.016 -6.691 0.904 -0.65
O 0.161 0.724 2.537 -0.52
O 1.511 -2.674 5.760 -0.59
O -0.480 -3.687 0.927 -0.55
O -2.007 1.834 8.939 -0.61
O -1.925 -0.807 1.096 -0.45
O -3.586 1.008 1.289 -0.58
O -0.580 -4.699 5.570 -0.48
O -0.627 -2.956 3.309 -0.33
O 0.225 1.374 7.995 -0.57
O -1.397 2.657 2.263 -0.60
N 1.406 -5.031 7.162 -0.44
N -2.087 0.449 3.448 -0.17
N -0.951 -5.590 2.932 -0.17
N -1.722 -0.031 7.208 -0.07
```


No. 5
Below is a molecular structure, FFe2H6O3, with properties calculated with the ωB97M-V functional and the def2-TZVPD basis.

* HOMO level (spin up / spin down): -21.85 / -21.30 eV
* energy relative to the best compared isomer or geometry (same formula, charge and spin): 94.2 kcal per mole
* ⟨S²⟩: 20.014
* spin multiplicity: 9
* net charge: +3
* calculated total energy: -77695.5736 eV

```
12
Properties=species:S:1:pos:R:3:lowdin_spin:R:1
Fe 0.770 1.354 -0.850 3.85
Fe 1.793 -1.445 1.676 3.88
F 1.259 -0.583 -0.117 0.09
O -1.187 0.916 -0.547 0.06
O 0.748 2.124 1.159 0.04
O -0.455 -3.008 -1.022 0.07
H 0.291 2.865 1.556 0.00
H -0.287 -2.073 -0.901 0.00
H -1.558 0.576 0.267 0.00
H -1.935 0.993 -1.139 0.00
H -0.213 -3.180 -1.932 0.00
H 0.775 1.461 1.849 0.00
```


No. 6
Below is a molecular structure, FFeH14O7, with properties calculated with the ωB97M-V functional and the def2-TZVPD basis.

* HOMO level (spin up / spin down): -13.40 / -13.40 eV
* energy relative to the best compared isomer or geometry (same formula, charge and spin): 143.6 kcal per mole
* ⟨S²⟩: 6.005
* spin multiplicity: 5
* net charge: +1
* calculated total energy: -51654.2730 eV

```
23
Properties=species:S:1:pos:R:3:lowdin_spin:R:1
Fe 0.099 -1.573 1.955 3.82
F 0.244 -0.261 0.366 0.14
O -1.253 1.688 -2.194 0.00
O 0.118 2.304 1.769 0.00
O -0.025 -1.862 -2.506 0.00
O 2.986 -1.638 -0.810 0.00
O 3.031 1.316 -0.088 0.00
O -2.168 -0.594 -0.916 0.00
O -1.254 -0.235 2.934 0.03
H 2.500 -1.307 -1.565 0.00
H -1.350 -0.516 -0.426 0.00
H 3.044 0.410 -0.396 0.00
H 2.311 1.345 0.543 0.00
H -0.710 -1.708 -1.855 0.00
H -1.360 0.857 -1.732 0.00
H -2.142 2.031 -2.281 0.00
H -1.986 0.265 2.573 0.00
H -1.509 -0.414 3.839 0.00
H 0.010 1.451 1.349 0.00
H 2.310 -1.947 -0.206 0.00
H -0.644 2.387 2.343 0.00
H 0.558 -1.107 -2.425 0.00
H -2.808 -0.891 -0.269 0.00
```


No. 7
Below is 8 unconnected molecules or ions with the total composition FH14O7, with properties calculated with the ωB97M-V functional and the def2-TZVPD basis.

* HOMO level: -5.96 eV
* energy relative to the best compared isomer or geometry (same formula, charge and spin): 175.2 kcal per mole
* spin multiplicity: 1
* net charge: -1
* calculated total energy: -17273.3358 eV

```
22
Properties=species:S:1:pos:R:3:mulliken_charge:R:1
F 0.020 -0.007 -0.285 -1.54
O -1.905 1.067 -0.423 -0.71
O -0.997 -1.635 0.725 -0.87
O 0.591 1.367 -1.835 -0.79
O -1.258 1.032 1.685 -0.69
O 1.336 -1.078 1.049 -0.83
O 2.019 1.143 0.457 -0.71
O 0.516 -1.793 -1.511 -0.85
H 1.330 0.484 0.544 0.27
H 2.054 -1.241 0.437 0.33
H -2.662 0.574 -0.738 0.28
H 0.168 -0.988 -1.128 0.57
H -1.151 0.530 -0.666 0.62
H -0.410 -1.607 1.480 0.39
H 0.735 -0.510 0.568 0.70
H 0.631 -2.383 -0.767 0.37
H 0.305 0.745 -1.166 0.44
H -1.944 0.390 1.868 0.35
H -0.811 0.691 0.910 0.45
H 0.612 2.212 -1.385 0.33
H -0.799 -0.836 0.237 0.70
H 1.617 1.845 -0.055 0.19
```


No. 8
Below is FH2IP2 in the gas phase, with properties calculated with the ωB97M-V functional and the def2-TZVPD basis.

* HOMO level: -9.55 eV
* energy relative to the best compared isomer or geometry (same formula, charge and spin): 6.4 kcal per mole
* spin multiplicity: 1
* SMILES: F[PH]#[PH]I
* calculated total energy: -29428.2740 eV

```
6
Properties=species:S:1:pos:R:3:mulliken_charge:R:1
I 1.323 2.118 1.083 -0.05
P 0.300 -0.273 1.230 -0.10
P 0.545 -0.639 -0.930 0.20
F -0.613 -1.726 -1.085 -0.25
H -0.424 0.369 -1.500 0.08
H -1.131 0.151 1.202 0.13
```


No. 9
Below is 2 unconnected molecules or ions with the total composition FH2NO, with properties calculated with the ωB97M-V functional and the def2-TZVPD basis.

* HOMO level: -10.02 eV
* energy relative to the best compared isomer or geometry (same formula, charge and spin): 5.1 kcal per mole
* spin multiplicity: 1
* SMILES: N=O.F
* calculated total energy: -6284.4656 eV

```
5
Properties=species:S:1:pos:R:3:mulliken_charge:R:1
F 2.319 0.384 0.326 -0.41
O -0.691 -0.746 -0.222 -0.25
N -1.410 0.088 0.240 0.04
H -1.896 0.678 -0.536 0.22
H 1.677 -0.404 0.193 0.41
```


No. 10
Below is FH2NOS2 in the gas phase, with properties calculated with the ωB97M-V functional and the def2-TZVPD basis.

* HOMO level: -9.49 eV
* energy relative to the best compared isomer or geometry (same formula, charge and spin): 8.0 kcal per mole
* spin multiplicity: 1
* calculated total energy: -27953.6715 eV

```
7
Properties=species:S:1:pos:R:3:mulliken_charge:R:1
S -0.406 0.768 -0.267 0.05
S 1.683 -0.193 -0.314 0.31
F -2.223 -1.064 -0.713 -0.23
O 2.389 -0.039 0.916 -0.45
N -1.492 -0.342 0.384 -0.16
H -2.291 -0.010 0.902 0.29
H 2.339 0.879 -0.908 0.20
```